Entry from OMol25: a structure of composition C3H6N2O2 at a distorted geometry (ωB97M-V with the def2-TZVPD basis set).

Output
- Gap between HOMO and LUMO: 9.58 eV
- Highest occupied orbital energy: -8.925 eV

Element x y z (Å)
C: 1.533 0.400 -0.453
C: -1.246 0.126 0.391
C: 0.666 0.509 0.768
O: -0.509 -2.106 -0.041
O: -2.423 0.025 -0.232
N: -0.446 -0.921 0.694
N: -0.558 1.193 0.719
H: -0.724 -1.892 -0.965
H: -2.796 0.913 -0.322
H: 1.227 0.601 1.701
H: 2.133 1.310 -0.538
H: 0.932 0.291 -1.356
H: 2.212 -0.448 -0.365

***

Entry from OMol25: a structure of composition C34H45As3ClCrN4OS at a distorted geometry (ωB97M-V with the def2-TZVPD basis set).

Output
- Gap between HOMO and LUMO (spin up / spin down): 5.49 / 5.93 eV
- Highest occupied orbital energy (spin up / spin down): -12.535 / -12.535 eV
- Charge: +2
- 2S+1: 2
- <S²>: 0.77

Element x y z (Å)
Cr: 1.811 0.233 1.199
Cl: 2.872 -6.825 2.179
C: 2.710 -5.199 1.642
C: 2.410 -4.929 0.301
C: 2.259 -3.635 -0.145
C: 2.369 -2.560 0.735
O: 2.160 -1.305 0.293
C: 2.709 -2.829 2.072
C: 2.990 -1.783 2.991
N: 2.787 -0.522 2.777
C: 3.196 0.430 3.763
C: 3.951 0.194 4.882
C: 4.249 1.240 5.779
C: 3.797 2.506 5.552
C: 3.023 2.781 4.403
C: 2.506 4.060 4.110
C: 1.743 4.236 2.990
C: 1.511 3.151 2.145
N: 1.991 1.930 2.356
C: 2.738 1.735 3.506
C: 2.883 -4.158 2.511
H: 2.294 -5.754 -0.392
H: 2.005 -3.450 -1.179
H: 3.431 -2.092 3.935
H: 4.338 -0.791 5.105
H: 4.844 1.024 6.657
H: 4.023 3.311 6.242
H: 2.712 4.887 4.779
H: 1.321 5.199 2.735
H: 0.910 3.289 1.266
H: 3.150 -4.347 3.545
C: -1.157 -1.862 1.899
As: -0.369 -0.120 2.179
C: -0.345 -0.033 4.115
C: -1.751 1.222 1.825
C: -2.128 1.594 0.380
C: -2.447 0.320 -0.406
C: -1.023 2.395 -0.316
As: 0.688 1.510 -0.784
C: 1.858 3.070 -1.063
C: 0.313 1.282 -2.674
C: -3.371 2.501 0.498
As: -4.551 3.128 -0.985
C: -3.361 3.357 -2.532
C: -5.403 1.457 -1.561
H: -1.148 -2.131 0.846
H: -2.174 -1.854 2.280
H: -0.563 -2.587 2.454
H: -1.363 -0.106 4.489
H: 0.094 0.905 4.453
H: 0.241 -0.860 4.511
H: -1.446 2.108 2.389
H: -2.622 0.808 2.331
H: -1.555 -0.287 -0.559
H: -2.848 0.571 -1.386
H: -3.190 -0.287 0.117
H: -0.807 3.295 0.263
H: -1.399 2.736 -1.275
H: 1.271 3.975 -1.204
H: 2.417 2.881 -1.976
H: 2.574 3.221 -0.260
H: 0.081 2.277 -3.045
H: -0.527 0.611 -2.832
H: 1.193 0.900 -3.182
H: -3.090 3.422 1.019
H: -4.103 2.010 1.148
H: -2.619 4.133 -2.337
H: -3.990 3.703 -3.351
H: -2.871 2.432 -2.846
H: -5.774 0.907 -0.696
H: -4.748 0.814 -2.148
H: -6.258 1.729 -2.177
N: 2.013 -1.640 -3.085
C: 0.701 -1.962 -3.231
S: -0.273 -2.151 -1.870
N: 0.300 -2.072 -4.511
C: -0.983 -2.450 -5.031
C: -1.000 -3.372 -6.069
C: -2.209 -3.778 -6.616
C: -3.400 -3.264 -6.126
C: -3.374 -2.319 -5.108
C: -2.168 -1.903 -4.562
H: 2.361 -1.579 -2.146
H: 2.671 -1.695 -3.845
H: 1.028 -2.055 -5.210
H: -0.069 -3.782 -6.445
H: -2.217 -4.500 -7.423
H: -4.346 -3.595 -6.537
H: -4.302 -1.898 -4.739
H: -2.156 -1.161 -3.775

***

Entry from OMol25: a cluster of 2 separate species, CH3ClN2O in total at a distorted geometry (ωB97M-V with the def2-TZVPD basis set).

Output
- Gap between HOMO and LUMO: 10.51 eV
- Structure (SMILES): N=C=O.NCl
- Highest occupied orbital energy: -10.198 eV

Element x y z (Å)
N: 0.410 1.919 -0.800
C: 1.544 1.574 -0.818
O: 2.607 1.212 -1.137
H: -0.515 1.785 -0.675
N: -0.772 -0.341 0.378
Cl: -1.755 -0.891 -0.950
H: -0.727 -1.148 1.005
H: -1.251 0.325 0.969

***

Copy entry 3 word for word.
Entry from OMol25: a cluster of 2 separate species, CH3ClN2O in total at a distorted geometry (ωB97M-V with the def2-TZVPD basis set).

Output
- Gap between HOMO and LUMO: 10.51 eV
- Structure (SMILES): N=C=O.NCl
- Highest occupied orbital energy: -10.198 eV

Element x y z (Å)
N: 0.410 1.919 -0.800
C: 1.544 1.574 -0.818
O: 2.607 1.212 -1.137
H: -0.515 1.785 -0.675
N: -0.772 -0.341 0.378
Cl: -1.755 -0.891 -0.950
H: -0.727 -1.148 1.005
H: -1.251 0.325 0.969